(1)
Density functional theory data (the ωB97M-V functional and the def2-TZVPD basis) for a cluster of 2 separate species, C2H6S in total at a distorted geometry.

```
9
Properties=species:S:1:pos:R:3:forces:R:3
C -1.124 -1.242 -0.395 0.03 2.06 0.69
C -0.712 -0.988 -1.648 -2.30 -1.05 -1.70
H -2.041 -0.825 0.111 0.06 -1.69 -1.31
H -0.381 -1.397 0.372 0.54 0.29 0.11
H -1.482 -1.156 -2.579 1.93 1.38 2.38
H 0.332 -0.740 -1.865 -0.25 -0.98 -0.16
S 1.694 2.603 1.594 -0.27 -1.18 1.34
H 0.974 2.013 2.659 0.87 0.69 -1.27
H 2.740 1.732 1.752 -0.60 0.48 -0.07
```
Forces are in eV/Å.

Structure (SMILES): C=C.S
Frontier orbital gap (eV): 10.32
E_tot (eV): -13004.284
Energy relative to the best compared isomer or geometry (same formula, charge and spin) (kcal per mole): 48.6
Highest occupied orbital energy (eV): -9.5035

Atom charges from the Mulliken analysis, given in e for atoms 1 to 5: number 1, C, carries -0.47; number 2, C, carries -0.39; number 3, H, carries 0.22; number 4, H, carries 0.22; number 5, H, carries 0.19


(2)
Density functional theory data (the ωB97M-V functional and the def2-TZVPD basis) for the molecule C2H6S2 at a distorted geometry.

```
10
Properties=species:S:1:pos:R:3:forces:R:3
C 0.339 -1.873 0.810 0.50 0.42 -1.80
C -0.228 -1.430 -0.536 0.58 -2.02 -2.30
S -0.562 0.355 -0.815 -0.43 -0.46 -0.55
S 0.382 1.361 0.625 0.85 1.21 0.76
H 0.421 -1.076 1.462 0.19 1.73 1.42
H 1.312 -2.318 0.757 0.67 -0.07 -0.44
H -0.240 -2.576 1.275 -1.82 -1.81 1.05
H -1.264 -1.937 -0.778 2.07 1.01 0.45
H 0.557 -1.805 -1.355 -1.95 0.91 1.45
H 1.417 2.082 0.039 -0.66 -0.92 -0.05
```
Forces are in eV/Å.

Structure (SMILES): CCSS
Frontier orbital gap (eV): 9.38
E_tot (eV): -23841.020
Energy relative to the best compared isomer or geometry (same formula, charge and spin) (kcal per mole): 18.3
Highest occupied orbital energy (eV): -8.7486

Atom charges from the Mulliken analysis, given in e for atoms 1 to 5: number 1, C, carries -1.00; number 2, C, carries -0.28; number 3, S, carries -0.08; number 4, S, carries -0.25; number 5, H, carries 0.31


(3)
Density functional theory data (the ωB97M-V functional and the def2-TZVPD basis) for the molecule C2H6S2 at a distorted geometry.

```
10
Properties=species:S:1:pos:R:3:forces:R:3
C -0.960 1.950 -0.206 1.01 0.42 -0.46
S 0.298 0.860 0.556 -0.58 -0.08 0.07
S -0.445 -0.988 -0.040 0.41 -0.03 0.21
C 1.106 -1.854 -0.459 -0.73 0.03 -0.33
H -1.500 2.567 0.505 -0.14 -0.40 0.22
H -0.365 2.626 -0.820 -0.19 0.16 -0.16
H -1.604 1.390 -0.875 -0.14 -0.10 0.18
H 1.865 -1.696 0.299 0.00 -0.10 0.08
H 0.768 -2.890 -0.481 0.32 -0.11 0.13
H 1.471 -1.600 -1.451 0.04 0.21 0.07
```
Forces are in eV/Å.

Structure (SMILES): CSSC
Frontier orbital gap (eV): 8.71
E_tot (eV): -23841.517
Energy relative to the best compared isomer or geometry (same formula, charge and spin) (kcal per mole): 6.8
Highest occupied orbital energy (eV): -8.0197

Atom charges from the Mulliken analysis, given in e for atoms 1 to 5: number 1, C, carries -0.76; number 2, S, carries -0.08; number 3, S, carries -0.06; number 4, C, carries -0.79; number 5, H, carries 0.28


(4)
Density functional theory data (the ωB97M-V functional and the def2-TZVPD basis) for a cluster of 2 separate species, C2H6Se in total at a distorted geometry.

```
9
Properties=species:S:1:pos:R:3:forces:R:3
C -1.366 -0.481 0.323 -1.21 0.22 -0.33
C 1.278 0.946 0.118 -1.91 1.99 2.94
Se 2.415 0.238 -0.877 1.40 -1.79 -3.84
H -1.031 0.059 -0.628 -0.69 -1.37 1.25
H -1.537 -1.566 0.377 0.69 0.11 -0.97
H -2.378 -0.161 0.645 0.58 0.55 -0.27
H 1.796 1.016 1.098 -0.26 0.11 -0.08
H -0.669 -0.240 1.101 0.26 0.25 0.37
H 1.492 0.189 -2.156 1.14 -0.06 0.93
```
Forces are in eV/Å.

Frontier orbital gap (eV): 8.65
E_tot (eV): -67513.257
Energy relative to the best compared isomer or geometry (same formula, charge and spin) (kcal per mole): 79.1
Highest occupied orbital energy (eV): -8.7124

Atom charges from the Mulliken analysis, given in e for atoms 1 to 5: number 1, C, carries -0.89; number 2, C, carries -0.48; number 3, Se, carries 0.15; number 4, H, carries 0.21; number 5, H, carries 0.27


(5)
Density functional theory data (the ωB97M-V functional and the def2-TZVPD basis) for a structure of composition C2H7B3ClFO9P at a distorted geometry.

```
24
Properties=species:S:1:pos:R:3:forces:R:3
C -2.114 1.338 -1.408 -0.25 -0.40 0.66
C -1.454 -0.077 -1.758 -0.34 1.18 0.53
F -0.252 0.231 -2.430 -0.87 -0.61 0.20
B -1.153 -0.773 -0.339 1.43 -1.97 0.21
O -2.158 -1.424 0.467 0.77 2.90 0.61
B -2.136 -0.696 1.706 0.86 -1.24 0.07
O -0.909 -0.410 2.406 -1.40 1.18 -2.40
B -0.044 0.113 1.388 1.84 -3.00 0.43
P 0.782 1.837 1.393 0.53 1.60 -1.06
O 1.412 2.232 2.924 -0.38 -0.89 -0.84
O 1.983 1.827 0.215 -1.09 -0.71 2.04
O 0.155 -0.739 0.249 -2.81 2.57 0.16
H -3.217 1.345 -1.584 0.85 -0.08 0.04
H -1.973 1.572 -0.312 -0.05 0.03 -1.07
H -1.634 2.156 -1.994 -0.27 -0.78 0.38
H -2.161 -0.650 -2.403 0.81 0.33 0.18
H -3.157 -0.272 2.149 -0.02 -0.25 0.12
H 1.190 1.554 3.578 0.30 -0.01 -0.17
H 2.406 0.940 0.116 -0.07 0.10 -0.23
O 2.358 -2.723 0.277 0.11 0.14 -0.06
Cl 2.885 -2.024 -0.874 -0.19 -0.69 -0.15
O 3.042 -0.618 -0.549 0.25 0.26 0.09
O 1.974 -2.162 -1.987 0.12 0.11 0.19
O 4.173 -2.576 -1.230 -0.14 0.23 0.08
```
Forces are in eV/Å.

Frontier orbital gap (eV): 8.28
E_tot (eV): -47173.667
Total charge: -1
Highest occupied orbital energy (eV): -5.7641

Atom charges from the Mulliken analysis, given in e for atoms 1 to 5: number 1, C, carries -0.98; number 2, C, carries 0.42; number 3, F, carries -0.32; number 4, B, carries 0.14; number 5, O, carries -0.50


(6)
Density functional theory data (the ωB97M-V functional and the def2-TZVPD basis) for a cluster of 2 separate species, C2H7BO3 in total at a distorted geometry.

```
13
Properties=species:S:1:pos:R:3:forces:R:3
B -1.726 -0.236 0.274 -0.49 0.99 -0.29
C 1.963 -0.458 -0.095 2.63 -1.00 3.52
C -0.297 0.052 -0.295 -0.71 2.92 -0.48
O -1.721 -0.596 1.562 0.79 -0.53 0.76
O -2.893 0.056 -0.421 3.68 0.11 -1.86
O 0.718 -0.476 0.505 -1.50 0.85 -0.68
H 2.571 -1.175 0.644 -0.78 1.62 -1.90
H 2.508 0.513 -0.177 -0.74 -0.30 0.32
H 1.911 -0.889 -1.032 0.09 -1.03 -2.18
H -0.266 -0.192 -1.419 0.62 0.75 1.50
H -0.370 1.573 -0.064 0.35 -3.91 -1.07
H -2.559 -0.568 1.982 -1.18 -0.13 0.69
H -3.689 -0.013 0.011 -2.74 -0.33 1.66
```
Forces are in eV/Å.

Frontier orbital gap (eV): 9.73
E_tot (eV): -9006.433
Energy relative to the best compared isomer or geometry (same formula, charge and spin) (kcal per mole): 86.5
Highest occupied orbital energy (eV): -9.4219

Atom charges from the Mulliken analysis, given in e for atoms 1 to 5: number 1, B, carries 0.62; number 2, C, carries -0.71; number 3, C, carries -0.44; number 4, O, carries -0.52; number 5, O, carries -0.55


(7)
Density functional theory data (the ωB97M-V functional and the def2-TZVPD basis) for the molecule C2H7BO3 at a distorted geometry.

```
13
Properties=species:S:1:pos:R:3:forces:R:3
C 0.838 1.123 -0.902 -4.07 -1.98 0.54
C -0.563 0.012 -0.557 2.03 3.08 -1.76
O -1.706 0.883 -0.343 1.37 -0.73 0.69
B -0.409 -0.915 0.666 -1.17 -0.01 1.41
O -0.257 -2.251 0.456 0.21 -1.45 1.43
O -0.781 -0.242 1.854 0.65 -1.23 0.47
H 0.804 1.751 -0.014 -0.27 0.85 -0.71
H 1.746 0.640 -0.840 2.03 -1.53 0.01
H 0.697 1.449 -1.949 -0.18 0.58 1.05
H -0.741 -0.529 -1.467 0.01 -0.28 -0.43
H -1.555 0.999 0.613 -0.99 0.67 -0.28
H -0.336 -2.940 1.184 0.20 1.71 -1.22
H -0.855 -0.703 2.721 0.18 0.32 -1.21
```
Forces are in eV/Å.

Structure (SMILES): C[C@H](O)B(O)O
Frontier orbital gap (eV): 9.35
E_tot (eV): -9007.615
Energy relative to the best compared isomer or geometry (same formula, charge and spin) (kcal per mole): 59.3
Highest occupied orbital energy (eV): -9.2569

Atom charges from the Mulliken analysis, given in e for atoms 1 to 5: number 1, C, carries -1.01; number 2, C, carries 0.02; number 3, O, carries -0.53; number 4, B, carries 0.53; number 5, O, carries -0.54


(8)
Density functional theory data (the ωB97M-V functional and the def2-TZVPD basis) for a structure of composition C2H7ClN2O5PS2 at a distorted geometry.

```
20
Properties=species:S:1:pos:R:3:forces:R:3
C 2.209 1.138 -0.577 0.64 -0.05 0.26
N 2.531 -0.069 0.201 -0.17 0.05 -0.50
C 1.501 -1.100 0.143 0.49 0.40 0.04
S -0.044 -0.722 0.974 -0.32 -0.88 -0.59
O -0.923 -1.800 0.540 -0.41 -0.52 -0.77
O 0.211 -0.767 2.376 0.58 0.58 0.94
N -0.514 0.672 0.365 0.17 -0.25 0.82
S -2.031 1.021 0.721 0.57 0.77 -0.37
O -2.596 0.332 1.831 -0.49 -1.30 0.77
O -2.206 2.437 0.807 0.22 1.36 -0.69
P -3.216 0.478 -1.023 -0.99 0.37 0.04
O -3.511 -1.062 -0.664 0.90 -0.31 -0.63
Cl -1.739 0.479 -2.495 -0.01 -0.19 0.08
H 1.645 1.820 0.035 -0.42 0.14 -0.03
H 3.147 1.637 -0.812 0.17 0.01 -0.07
H 1.688 0.930 -1.512 -0.25 0.00 -0.06
H 3.343 -0.477 -0.248 0.10 -0.09 0.26
H 1.297 -1.465 -0.864 -0.43 0.26 -0.25
H 1.863 -1.953 0.706 -0.09 -0.20 0.24
H -2.656 -1.527 -0.504 -0.24 -0.15 0.54
```
Forces are in eV/Å.

Frontier orbital gap (eV): 8.41
E_tot (eV): -58888.970
Total charge: -1
Highest occupied orbital energy (eV): -5.3891

Atom charges from the Mulliken analysis, given in e for atoms 1 to 5: number 1, C, carries -0.75; number 2, N, carries -0.44; number 3, C, carries -0.74; number 4, S, carries 1.18; number 5, O, carries -0.74


(9)
Density functional theory data (the ωB97M-V functional and the def2-TZVPD basis) for a cluster of 2 separate species, C2H7ClN3 in total at a distorted geometry.

```
13
Properties=species:S:1:pos:R:3:forces:R:3
C 0.187 -0.087 -0.244 1.97 1.15 -1.45
C -0.753 0.763 0.530 1.92 1.48 0.96
N 0.958 -0.453 0.925 -6.18 -0.16 -2.24
N 0.017 0.336 1.735 -0.66 -0.92 -0.63
N -0.294 -1.189 -1.172 3.24 -1.10 -1.07
Cl -0.662 2.602 0.180 -0.08 -1.79 0.29
H 0.889 1.329 -1.630 -0.55 -1.62 1.32
H -1.769 0.532 0.574 -1.64 -0.31 0.00
H 1.894 -0.350 0.988 3.77 0.71 0.31
H 0.449 1.082 2.210 0.75 1.23 0.64
H -0.476 -0.812 -2.206 0.23 -1.28 2.85
H -0.974 -1.815 -0.744 -1.18 0.45 -0.20
H 0.535 -1.939 -1.147 -1.60 2.16 -0.80
```
Forces are in eV/Å.

Frontier orbital gap (spin up / spin down) (eV): 8.01 / 8.12
E_tot (eV): -19166.713
Energy relative to the best compared isomer or geometry (same formula, charge and spin) (kcal per mole): 169.9
Total charge: +1
Highest occupied orbital energy (spin up / spin down) (eV): -13.4049 / -13.1073

Atom charges from the Mulliken analysis, given in e for atoms 1 to 5: number 1, C, carries -0.41; number 2, C, carries 0.22; number 3, N, carries -0.23; number 4, N, carries -0.31; number 5, N, carries -0.37


(10)
Density functional theory data (the ωB97M-V functional and the def2-TZVPD basis) for a cluster of 2 separate species, C2H7ClNOPS in total at a distorted geometry.

```
14
Properties=species:S:1:pos:R:3:forces:R:3
C -0.781 1.076 -0.648 -0.67 1.80 0.03
C -0.955 -1.364 -0.352 2.80 0.65 0.62
N -0.098 -0.173 -0.757 1.17 -1.56 0.95
O 0.492 0.979 2.254 0.56 -1.05 -3.05
P 1.344 -0.123 0.021 0.96 -0.78 2.09
S 2.377 -1.747 0.419 -1.08 1.66 -0.31
Cl 2.419 1.338 -0.888 -0.37 -0.29 0.46
H -1.287 1.001 0.377 0.37 1.07 -1.47
H -0.013 1.993 -0.729 -2.17 -2.06 0.22
H -1.484 1.023 -1.523 0.26 0.86 1.02
H -1.472 -1.102 0.563 0.23 -0.21 0.59
H -1.710 -1.435 -1.075 -0.73 -0.69 -1.39
H -0.190 -2.202 -0.240 -1.77 0.69 -0.24
H 1.358 0.736 2.579 0.43 -0.09 0.47
```
Forces are in eV/Å.

Frontier orbital gap (spin up / spin down) (eV): 7.81 / 7.74
E_tot (eV): -38369.633
Energy relative to the best compared isomer or geometry (same formula, charge and spin) (kcal per mole): 83.1
Highest occupied orbital energy (spin up / spin down) (eV): -9.4591 / -9.3853

Atom charges from the Mulliken analysis, given in e for atoms 1 to 5: number 1, C, carries -0.87; number 2, C, carries -0.78; number 3, N, carries -0.03; number 4, O, carries -0.71; number 5, P, carries 0.78